2 unconnected molecules or ions with the total composition C16H23F6N3O4S, computed with ωB97M-V/def2-TZVPD.

Results
Gap between HOMO and LUMO: 0.3709 hartree
Energy: -56764.0894 eV
SMILES: CN(C)C(=O)C[C@@](C#N)(CCCC(F)(F)C(F)(F)F)[C@@H](C#N)S(=O)(=O)F.CC(C)O
Total charge: 0
Highest occupied orbital energy: -0.367 Eh

Last column: Löwdin charge in e.
CARTESIAN COORDINATES (ANGSTROEM)
C1 -4.717 -1.900 -1.184  -0.047
N1 -5.074 -0.525 -1.604  -0.161
C2 -6.304 -0.569 -2.421  -0.075
C3 -4.020 0.083 -2.335  -0.463
O1 -3.964 0.113 -3.536  0.127
C4 -2.982 0.833 -1.496  -0.016
C5 -1.652 0.067 -1.133  -0.322
C6 -1.569 -1.189 -1.905  -0.208
N2 -1.468 -2.149 -2.522  0.248
C7 -0.438 0.941 -1.583  -0.131
C8 0.871 0.198 -1.913  -0.162
C9 2.053 1.183 -2.061  -0.056
C10 3.269 0.933 -1.201  -0.439
F1 4.285 1.714 -1.643  0.122
F2 3.046 1.274 0.092  0.108
C11 3.799 -0.533 -1.205  -0.580
F3 3.556 -1.103 -2.386  0.176
F4 3.202 -1.253 -0.268  0.177
F5 5.098 -0.578 -0.989  0.194
C12 -1.725 -0.283 0.421  -0.224
C13 -1.692 -1.734 0.706  -0.241
N3 -1.664 -2.854 0.936  0.231
S1 -0.447 0.358 1.531  0.661
O2 0.840 -0.019 1.072  -0.217
O3 -0.894 0.107 2.854  -0.210
F6 -0.641 1.894 1.262  -0.128
H1 -4.088 -1.896 -0.288  0.065
H2 -5.641 -2.428 -0.944  0.092
H3 -4.184 -2.446 -1.973  0.092
H4 -6.464 0.391 -2.911  0.090
H5 -7.137 -0.776 -1.743  0.088
H6 -6.267 -1.363 -3.178  0.093
H7 -3.478 1.177 -0.588  0.121
H8 -2.727 1.719 -2.082  0.128
H9 -0.768 1.420 -2.511  0.132
H10 -0.264 1.755 -0.878  0.108
H11 1.069 -0.605 -1.202  0.101
H12 0.728 -0.289 -2.882  0.120
H13 1.729 2.209 -1.847  0.137
H14 2.400 1.184 -3.098  0.137
H15 -2.658 0.091 0.855  0.136
C14 5.038 -0.286 3.982  -0.059
C15 4.102 0.907 4.094  -0.498
C16 2.682 0.481 4.428  -0.058
O4 4.122 1.678 2.894  -0.053
H16 4.704 -0.951 3.180  0.079
H17 6.050 0.042 3.746  0.079
H18 5.064 -0.859 4.910  0.079
H19 4.471 1.585 4.866  0.136
H20 2.290 -0.161 3.634  0.069
H21 2.032 1.354 4.500  0.081
H22 2.633 -0.068 5.370  0.081
H23 3.794 1.123 2.176  0.057



A molecular structure, C15H38N3O10PS2, computed with ωB97M-V/def2-TZVPD.

Results
Gap between HOMO and LUMO: 0.2899 hartree
Energy: -72074.0267 eV
Total charge: 0
Highest occupied orbital energy: -0.301 Eh

Last column: Löwdin charge in e.
CARTESIAN COORDINATES (ANGSTROEM)
N1 4.193 -3.576 1.671  0.026
C1 4.022 -2.615 0.582  -0.198
C2 3.511 -1.244 1.083  -0.485
P1 4.743 0.106 0.755  0.194
O1 4.967 0.018 -0.833  -0.174
O2 6.066 -0.515 1.437  -0.187
S1 4.306 1.830 1.392  0.424
C3 3.023 -1.272 2.537  -0.151
O3 2.081 -0.189 2.592  -0.200
S2 1.147 -0.395 1.335  0.580
O4 0.673 0.857 0.883  -0.204
O5 0.258 -1.482 1.565  -0.212
O6 2.298 -0.928 0.354  -0.195
H1 3.304 -4.012 1.890  0.082
H2 4.791 -4.332 1.360  0.079
H3 3.312 -2.950 -0.180  0.128
H4 4.995 -2.511 0.104  0.094
H5 5.477 -0.736 -1.163  0.081
H6 6.529 -1.208 0.946  0.079
H7 3.774 -1.204 3.314  0.146
H8 2.468 -2.199 2.690  0.120
C4 -1.790 8.297 0.131  -0.121
O7 -2.619 7.305 0.697  -0.196
C5 -2.900 6.208 -0.163  -0.220
C6 -2.253 4.937 0.342  -0.222
N2 -0.806 5.001 0.224  -0.048
C7 -0.092 3.887 0.846  -0.199
C8 -0.202 3.736 2.357  -0.218
O8 0.407 4.784 3.092  -0.175
C9 -0.404 5.914 3.337  -0.108
H9 -1.756 9.127 0.836  0.087
H10 -0.769 7.939 -0.041  0.081
H11 -2.194 8.660 -0.820  0.086
H12 -2.564 6.426 -1.182  0.121
H13 -3.985 6.072 -0.183  0.120
H14 -2.618 4.096 -0.257  0.124
H15 -2.596 4.779 1.375  0.107
H16 -0.483 5.870 0.630  0.072
H17 0.967 3.999 0.602  0.123
H18 -0.427 2.960 0.378  0.100
H19 0.335 2.826 2.632  0.108
H20 -1.242 3.607 2.684  0.114
H21 -1.458 5.638 3.438  0.087
H22 -0.319 6.670 2.550  0.072
H23 -0.068 6.363 4.272  0.086
C10 -3.910 -6.563 -2.389  -0.120
O9 -3.455 -5.581 -3.295  -0.196
C11 -3.940 -4.269 -3.039  -0.218
C12 -2.819 -3.350 -2.607  -0.219
N3 -2.318 -3.716 -1.291  -0.046
C13 -1.120 -2.999 -0.870  -0.203
C14 0.157 -3.197 -1.676  -0.215
O10 0.715 -4.498 -1.578  -0.185
C15 0.206 -5.450 -2.491  -0.103
H24 -3.573 -7.528 -2.765  0.087
H25 -3.509 -6.417 -1.380  0.081
H26 -5.003 -6.572 -2.327  0.087
H27 -4.726 -4.295 -2.278  0.122
H28 -4.375 -3.888 -3.966  0.121
H29 -3.199 -2.325 -2.567  0.125
H30 -2.045 -3.385 -3.388  0.108
H31 -2.130 -4.711 -1.279  0.074
H32 -0.907 -3.281 0.162  0.108
H33 -1.346 -1.928 -0.855  0.121
H34 0.908 -2.520 -1.261  0.101
H35 0.029 -2.924 -2.731  0.114
H36 -0.082 -4.982 -3.437  0.089
H37 -0.658 -5.988 -2.093  0.074
H38 0.996 -6.175 -2.686  0.085



Taking the records one at a time from the top gives E_LUMO values of 0.10; -0.29 eV.